DFT (ωB97M-V with the def2-TZVPD basis set) results for 11 unconnected molecules or ions with the total composition C36H47N11.

XYZ file:
```
94
Properties=species:S:1:pos:R:3:forces:R:3
C -9.276 -4.917 2.946 -0.2 0.2 0.6
C -1.430 -6.057 11.275 0.6 0.1 0.3
C -2.188 -7.045 4.368 -1.1 0.0 -1.6
H -4.417 -4.142 4.790 -0.3 0.1 -0.4
H -2.831 -6.781 9.625 0.1 0.5 0.2
H -7.379 -4.009 10.700 0.1 0.2 -0.2
C -4.802 -4.956 12.295 -0.4 -1.6 0.2
N -0.864 -5.753 5.596 -1.9 -0.6 -1.0
H -0.952 -0.332 12.524 -0.6 -0.3 -0.1
N -2.446 -2.323 6.362 -1.8 -1.7 -3.1
H -0.578 -5.713 3.500 0.0 -0.4 -0.1
H -1.989 -9.082 10.249 0.5 -0.2 0.2
C -4.315 -0.169 9.506 -1.7 -2.2 0.2
H -5.889 -1.922 11.614 0.0 -0.2 0.0
C -2.018 -6.910 10.324 0.3 0.3 2.8
N -0.514 -6.792 12.086 -1.3 0.6 -1.8
H -6.488 1.048 6.068 0.1 -0.3 0.2
C -5.711 -0.227 9.317 1.7 0.1 -0.7
C -4.524 0.561 5.471 7.1 2.7 -1.9
H -3.640 -7.473 5.981 0.3 -0.4 0.1
C -6.049 -6.754 8.081 0.1 -0.9 3.5
N -9.134 -3.729 2.284 0.0 -1.1 0.5
C -1.859 -6.287 6.377 1.5 1.2 2.3
H -7.651 -2.981 5.113 -0.2 -0.2 0.2
H -4.314 -5.834 12.693 0.5 0.4 0.1
C 0.556 -3.591 7.518 0.4 -0.3 1.1
H -6.324 -1.114 9.259 0.1 0.1 0.0
C -5.706 -2.980 11.732 -0.5 -0.2 -0.8
N -5.568 -7.005 9.116 -0.7 0.4 -2.3
N -5.797 -3.130 7.303 -2.5 1.0 -2.0
N 0.933 -5.425 8.749 -2.2 0.8 1.7
C -2.968 -2.857 5.442 2.6 0.8 3.0
H -9.791 -5.705 2.416 0.2 -0.3 0.4
C -4.962 1.941 9.116 -0.2 -2.0 0.6
C -8.761 -4.741 4.249 -0.2 -2.3 -1.6
C -1.595 -8.199 10.730 0.9 -0.2 -1.1
H -2.958 1.359 9.683 -0.1 0.0 -0.2
C 1.700 -4.258 7.094 2.1 -1.7 -0.3
H -4.049 -2.590 3.897 -0.7 -0.5 -0.9
N -5.960 -5.204 11.591 1.3 -0.2 0.5
H -3.595 -4.932 8.491 0.2 0.1 0.3
C -6.714 -6.381 6.870 0.4 0.5 -0.9
H -6.219 -0.109 4.733 -0.6 -0.4 0.2
H -7.075 1.420 8.739 0.0 0.1 0.1
H 0.044 -8.836 12.082 -0.1 0.1 0.1
C -2.700 -7.051 5.657 -0.3 -0.1 0.8
H -3.598 -0.977 9.515 -0.2 0.1 0.5
C -3.660 -3.520 4.312 0.1 1.2 1.3
C -6.433 -4.026 11.221 -2.8 1.6 -0.9
H 2.338 -3.859 6.319 0.2 -0.3 -0.1
C -0.459 0.837 10.767 1.3 0.3 -0.7
N -3.392 0.882 5.162 -6.4 -1.9 1.8
H 0.649 -6.093 9.451 0.5 -0.3 -0.1
C -6.079 1.086 8.991 0.4 1.7 0.4
H -2.695 -7.693 3.668 0.5 0.5 -0.8
H -6.042 -6.798 6.120 -0.2 0.5 -0.7
C -3.900 -3.939 8.822 0.3 0.5 0.3
H -4.157 -3.872 9.879 -0.2 -0.5 0.0
H -0.105 1.724 11.272 0.1 0.1 -0.4
H -6.362 -6.091 11.322 0.4 0.1 0.0
C -8.494 -2.874 3.098 0.3 1.3 0.6
H -1.783 -6.107 7.439 -0.3 0.0 0.0
C -1.173 -6.126 4.300 1.4 -0.4 0.1
H 0.176 -6.519 12.772 -0.5 0.6 -0.3
H -1.640 -5.043 11.581 0.1 0.1 -0.4
C -5.899 0.196 5.729 0.7 -0.2 -0.5
H -8.455 -1.861 2.727 0.6 0.1 0.4
N -3.912 1.086 9.494 -0.2 2.3 -0.9
H -8.588 -5.584 4.903 -0.4 0.2 0.2
C -1.388 -1.180 10.456 1.5 0.1 0.4
H -4.826 3.012 9.073 -0.1 -0.2 -0.1
H 0.272 -2.625 7.126 -0.4 -0.2 0.2
H -9.375 -3.568 1.317 0.0 0.1 0.4
H -6.745 -5.291 6.877 0.3 0.1 -0.5
C 1.949 -5.433 7.890 -0.5 2.1 -1.8
H -3.066 -4.106 3.610 0.3 0.3 0.3
H -0.097 -5.166 5.891 -0.2 0.1 0.2
H -7.735 -6.689 6.640 0.2 -0.6 0.8
H -0.624 -4.087 9.364 -0.1 -0.3 -0.2
C -4.994 -3.499 7.999 1.8 -0.8 1.7
C -0.580 -8.064 11.655 -0.7 -1.8 0.1
H -1.905 -2.121 10.573 0.1 -0.1 0.0
C -8.218 -3.477 4.339 0.0 2.0 -1.7
C -4.647 -3.600 12.384 1.4 -0.1 1.2
H -1.214 -1.143 8.301 0.0 0.1 -0.1
H -3.127 -3.185 8.675 0.4 -0.3 -0.2
N -0.899 -0.786 9.192 -0.3 2.1 3.6
H -3.871 -3.100 12.944 0.1 -0.1 -0.1
C -0.345 0.499 9.443 -1.0 -0.5 -1.8
C -0.970 -0.256 11.447 -1.4 -1.9 -1.2
H -0.111 1.090 8.570 0.3 0.1 0.2
H -5.794 -0.637 6.424 -0.9 0.0 0.1
H 2.688 -6.220 7.926 0.0 0.3 -0.4
C 0.109 -4.319 8.606 0.2 0.0 -0.2
```
Positions in Å, forces in eV/Å.

Values from the calculation:
- lowest unoccupied orbital energy (eV) = 0.61
- frontier orbital gap (Eh) = 0.306